Formula: C5H6N2
Source: the OMol25 dataset
Level of theory: ωB97M-V/def2-TZVPD

Element x y z (Å)
C  1.612  -0.613  -1.665
C  -0.489  -0.836  1.271
C  0.754  -0.612  0.714
C  -1.366  -1.157  0.293
C  0.608  -0.721  -0.700
N  2.559  -0.474  -2.262
N  -0.674  -1.168  -0.890
H  -0.767  -0.697  2.266
H  1.521  -0.218  1.260
H  -2.398  -1.358  0.290
H  -1.388  2.158  -0.790
H  -1.096  1.526  -0.631
H  -0.871  -1.573  -1.789

Values from the calculation:
E_LUMO in eV: 0.8161
Energy above the lowest of the compared OMol25 structures with the same formula, charge and spin in kJ/mol: 166.7
HOMO energy in Ha: -0.3286
SMILES string: N#Cc1ccc[nH]1.[H][H]
M in g/mol: 94.12